{
  "formula": "C41H83FN3OS",
  "method": "ωB97M-V/def2-TZVPD",
  "total_charge": 1,
  "e_lumo_ev": -3.61,
  "e_tot_ha": -2349.28046,
  "molar_mass_g_mol": 685.20,
  "orbital_gap_ev": 6.0,
  "species": ["C", "C", "C", "C", "C", "C", "C", "C", "C", "C", "C", "C", "C", "C", "C", "C", "C", "S", "C", "N", "C", "C", "C", "F", "C", "C", "C", "C", "C", "C", "O", "C", "C", "H", "H", "H", "H", "H", "H", "H", "H", "H", "H", "H", "H", "H", "H", "H", "H", "H", "H", "H", "H", "H", "H", "H", "H", "H", "H", "H", "H", "H", "H", "H", "H", "H", "H", "H", "H", "H", "H", "H", "H", "H", "H", "H", "H", "H", "H", "H", "H", "H", "H", "H", "H", "H", "C", "C", "N", "C", "C", "C", "C", "H", "H", "H", "H", "H", "H", "H", "H", "H", "H", "H", "H", "H", "H", "H", "C", "C", "N", "C", "C", "C", "C", "H", "H", "H", "H", "H", "H", "H", "H", "H", "H", "H", "H", "H", "H", "H"],
  "positions_angstrom": [[-4.430593, 4.966797, -0.168748], [-5.293950, 5.433365, -1.332174], [-6.288256, 4.398744, -1.904966], [-5.952342, 2.918019, -1.717056], [-6.585589, 2.272716, -0.465759], [-5.624834, 1.786307, 0.645741], [-5.734341, 0.271709, 0.828607], [-5.263979, -0.519539, -0.402019], [-4.396296, -1.712772, -0.004541], [-2.997968, -1.358610, 0.510375], [-1.915834, -1.691262, -0.512971], [-0.497703, -1.325917, -0.144463], [-0.194750, -1.019619, 1.176946], [1.104706, -0.776950, 1.604834], [1.514283, -0.400635, 3.013415], [0.395537, -0.290311, 4.059103], [0.351893, 1.089543, 4.715484], [-0.847479, 1.163843, 6.059261], [2.088734, -0.916911, 0.653298], [1.821563, -1.232560, -0.630117], [3.023815, -1.431321, -1.473868], [3.982760, -0.236234, -1.443392], [3.332850, 1.140213, -1.398515], [3.769440, 1.814143, -0.264698], [0.546604, -1.401301, -1.081457], [0.273652, -1.787217, -2.512369], [0.612924, -0.798805, -3.647441], [-0.459847, 0.269664, -3.889732], [0.002804, 1.228892, -5.001215], [0.995837, 2.295498, -4.566876], [0.665718, 3.527544, -5.159546], [1.634834, 4.537867, -4.937325], [1.082872, 5.667297, -4.097670], [-3.749750, 4.168478, -0.455315], [-5.030495, 4.642525, 0.678675], [-3.811803, 5.794454, 0.175098], [-5.862287, 6.296491, -0.992502], [-4.651434, 5.762254, -2.143849], [-7.276000, 4.600157, -1.494956], [-6.365744, 4.591349, -2.973695], [-4.877548, 2.741159, -1.734625], [-6.347909, 2.393159, -2.586086], [-7.179729, 1.416654, -0.777306], [-7.279237, 2.994627, -0.041017], [-5.867563, 2.278318, 1.584943], [-4.594633, 2.029981, 0.384394], [-5.150277, -0.024328, 1.702284], [-6.774063, 0.047364, 1.061032], [-4.675393, 0.146168, -1.036841], [-6.109115, -0.886694, -0.976333], [-4.287517, -2.379454, -0.861511], [-4.923372, -2.272001, 0.765050], [-2.802890, -1.961061, 1.399027], [-2.914889, -0.322075, 0.842430], [-2.192873, -1.305731, -1.491691], [-1.919968, -2.779846, -0.620895], [-0.999603, -0.985497, 1.889320], [2.015320, 0.565594, 2.939122], [2.273963, -1.111604, 3.329191], [0.570015, -1.019300, 4.846582], [-0.589625, -0.486799, 3.652854], [1.338769, 1.390331, 5.053681], [-0.019261, 1.831420, 4.012002], [-0.280317, 0.345359, 6.951632], [3.126838, -0.780888, 0.909751], [2.745219, -1.728056, -2.468980], [3.552303, -2.280160, -1.044289], [4.651762, -0.316029, -0.592485], [4.600052, -0.300809, -2.336221], [3.628481, 1.741616, -2.251107], [2.245208, 1.104972, -1.371736], [0.788441, -2.734189, -2.685708], [-0.780535, -2.007329, -2.610315], [0.706288, -1.392290, -4.555814], [1.561913, -0.286564, -3.515503], [-0.616569, 0.827083, -2.963733], [-1.383868, -0.194804, -4.223995], [0.512114, 0.609833, -5.740895], [-0.839925, 1.679837, -5.514917], [1.996665, 2.006080, -4.911036], [1.031002, 2.398662, -3.477504], [2.524359, 4.133403, -4.447104], [1.965118, 4.924566, -5.901733], [1.856288, 6.406891, -3.904578], [0.249023, 6.152659, -4.595545], [0.744058, 5.281712, -3.138184], [10.444706, -2.441634, -5.526651], [9.377108, -1.380401, -5.309957], [8.102648, -1.936516, -4.887088], [7.003931, -0.998323, -4.973721], [7.036208, 0.244878, -4.073484], [8.144568, -2.764826, -3.695369], [8.699319, -2.148135, -2.403844], [10.086562, -3.216069, -6.205388], [11.331761, -1.986112, -5.966482], [10.751755, -2.915122, -4.593543], [9.206855, -0.862084, -6.256937], [9.764073, -0.624490, -4.608502], [6.074330, -1.548565, -4.789886], [6.941905, -0.662730, -6.013259], [6.837521, -0.004474, -3.030274], [6.263785, 0.949288, -4.395234], [7.990698, 0.767279, -4.123537], [8.734695, -3.654453, -3.925612], [7.132537, -3.138565, -3.513850], [9.636724, -1.618635, -2.575208], [8.901038, -2.938858, -1.678831], [7.999067, -1.454105, -1.938699], [-5.080244, -3.707018, 9.317860], [-4.920329, -3.152668, 7.910405], [-4.081111, -1.969210, 7.859077], [-4.161316, -1.251337, 6.603156], [-3.665380, -1.954399, 5.331225], [-2.751820, -2.116892, 8.422733], [-1.837797, -3.208164, 7.848379], [-5.420171, -2.929067, 10.001924], [-5.820079, -4.507703, 9.316724], [-4.150193, -4.124674, 9.704971], [-5.906907, -2.867032, 7.536612], [-4.560668, -3.958719, 7.250229], [-3.621546, -0.306799, 6.711768], [-5.208496, -0.972784, 6.449985], [-2.577288, -2.022581, 5.302348], [-3.977453, -1.379838, 4.454744], [-4.079134, -2.958387, 5.230025], [-2.858476, -2.295022, 9.495253], [-2.250436, -1.147998, 8.347149], [-2.355119, -4.163232, 7.750495], [-0.990256, -3.364799, 8.518696], [-1.433648, -2.938868, 6.872389]],
  "forces_ev_per_angstrom": [[0.071, 0.255, -0.013], [-0.157, -0.353, 0.089], [0.327, 0.245, -0.050], [-0.386, -0.236, -0.020], [0.399, 0.181, 0.153], [-0.331, -0.283, -0.358], [0.127, 0.345, 0.064], [0.317, 0.005, 0.429], [-0.121, 0.034, -0.166], [0.267, -0.201, 0.287], [-0.071, -0.144, -0.008], [0.191, 0.106, 0.064], [0.120, 0.041, -0.152], [0.073, -0.052, -0.103], [-0.302, 0.124, -0.277], [0.355, 0.173, 0.214], [-0.105, -0.420, 0.056], [-0.444, 0.314, 0.139], [-0.286, -0.009, 0.097], [-0.390, 0.074, 0.013], [0.421, -0.199, 0.338], [-0.300, 0.044, -0.397], [0.200, 0.162, -0.116], [-0.152, -0.039, 0.167], [-0.152, 0.017, 0.143], [0.542, -0.019, -0.113], [-0.433, 0.081, 0.087], [0.613, 0.256, -0.277], [0.121, -0.522, 0.070], [0.171, 0.082, -0.282], [-0.121, -0.088, -0.024], [0.247, 0.395, -0.015], [-0.059, -0.155, 0.109], [-0.014, -0.162, 0.016], [-0.055, -0.140, 0.066], [0.052, 0.056, 0.066], [-0.002, 0.200, -0.137], [0.188, 0.163, -0.042], [-0.155, -0.138, 0.048], [-0.100, 0.077, -0.093], [0.150, 0.069, -0.001], [0.031, -0.065, -0.107], [-0.172, -0.033, -0.049], [-0.162, -0.011, 0.075], [0.118, 0.080, 0.115], [0.114, 0.141, 0.067], [0.054, -0.063, 0.085], [-0.086, -0.222, 0.053], [-0.032, 0.027, -0.240], [-0.092, 0.085, -0.180], [-0.038, -0.139, -0.026], [-0.092, -0.139, 0.036], [0.023, -0.002, 0.128], [-0.175, 0.182, -0.139], [-0.006, 0.265, -0.018], [-0.034, -0.102, -0.178], [-0.109, 0.042, 0.044], [0.133, 0.064, -0.018], [0.086, -0.059, 0.114], [-0.089, -0.184, 0.004], [-0.117, -0.140, 0.016], [0.085, 0.106, 0.059], [0.117, 0.152, -0.107], [0.249, -0.112, -0.107], [0.120, -0.017, -0.066], [-0.288, 0.163, -0.230], [-0.058, -0.174, -0.018], [0.106, 0.058, 0.088], [0.160, -0.133, -0.002], [0.031, 0.104, -0.157], [-0.136, -0.001, 0.070], [0.055, -0.084, -0.065], [-0.086, -0.146, 0.083], [0.088, -0.025, -0.100], [0.282, -0.024, 0.188], [-0.329, 0.041, 0.052], [-0.201, -0.139, 0.273], [-0.168, -0.018, -0.284], [-0.109, 0.246, 0.142], [0.134, -0.009, 0.186], [-0.055, -0.013, 0.263], [0.012, -0.195, 0.016], [-0.049, -0.065, -0.154], [0.071, 0.102, -0.036], [-0.099, 0.041, -0.033], [-0.105, 0.020, 0.115], [0.013, 0.012, -0.004], [0.112, -0.024, -0.006], [-0.068, 0.027, 0.034], [-0.110, 0.083, -0.094], [-0.172, -0.016, 0.022], [0.062, -0.148, 0.095], [-0.079, -0.050, 0.033], [-0.022, -0.012, 0.012], [0.007, 0.005, 0.004], [0.000, -0.003, 0.002], [-0.059, 0.028, 0.016], [0.003, 0.005, -0.013], [0.024, -0.038, 0.035], [0.069, 0.000, -0.006], [0.103, 0.017, 0.024], [0.014, 0.001, -0.013], [0.024, -0.019, -0.001], [0.035, 0.033, -0.031], [-0.038, 0.058, -0.029], [0.009, -0.001, -0.017], [0.004, -0.006, -0.006], [0.036, 0.060, -0.031], [-0.015, -0.020, -0.007], [-0.007, -0.089, 0.063], [0.038, 0.025, -0.087], [-0.074, 0.160, -0.131], [0.039, 0.062, -0.052], [0.112, -0.012, 0.169], [0.065, 0.066, 0.003], [0.021, 0.020, 0.000], [0.001, -0.008, -0.002], [0.003, 0.003, 0.003], [0.020, 0.038, -0.052], [-0.017, -0.006, 0.000], [0.048, -0.030, 0.045], [-0.028, -0.077, 0.039], [0.005, -0.039, 0.031], [-0.018, 0.011, 0.007], [-0.003, -0.014, 0.016], [-0.043, -0.035, -0.014], [-0.037, 0.022, -0.066], [-0.018, -0.002, 0.007], [-0.007, 0.001, 0.008], [-0.052, -0.032, -0.035]],
  "mulliken_charge": [-1.01, -0.38, -0.92, -0.66, -0.79, -0.62, -0.71, -0.36, -1.60, -0.97, -0.59, 0.95, 0.02, -0.59, -0.88, 0.01, -1.04, -0.19, -0.37, 0.19, -1.37, -0.10, -0.22, -0.40, 0.58, -1.88, -0.32, -0.61, -1.07, -0.36, -0.42, -0.25, -1.11, 0.20, 0.22, 0.44, 0.28, 0.30, 0.37, 0.33, 0.33, 0.44, 0.47, 0.50, 0.39, 0.25, 0.00, 0.48, 0.20, 0.50, 0.50, 0.49, 0.42, 0.52, 0.45, 0.39, 0.23, 0.49, 0.50, 0.36, -0.08, 0.43, 0.39, 0.11, 0.59, 0.49, 0.35, 0.68, -0.12, 0.41, 0.15, 0.59, 0.57, 0.45, 0.28, 0.40, 0.39, 0.30, 0.46, 0.32, 0.27, 0.24, 0.34, 0.38, 0.29, 0.27, -1.43, -0.34, 0.14, -0.70, -0.81, -0.72, -0.85, 0.34, 0.43, 0.29, 0.45, 0.27, 0.33, 0.38, 0.01, 0.37, 0.37, 0.38, 0.32, 0.24, 0.39, 0.16, -1.43, -0.33, 0.18, -1.04, -0.01, -0.65, -0.83, 0.34, 0.44, 0.29, 0.44, 0.26, 0.27, 0.46, -0.11, -0.01, 0.33, 0.39, 0.25, 0.26, 0.38, 0.11]
}